{
  "formula": "C47H41AsN6O2PRhS2",
  "method": "ωB97M-V with the def2-TZVPD basis set",
  "symbols": ["Rh", "N", "C", "N", "C", "C", "S", "C", "C", "S", "C", "N", "N", "H", "H", "H", "H", "H", "H", "C", "C", "As", "C", "C", "C", "C", "C", "C", "C", "C", "C", "C", "C", "C", "P", "C", "C", "C", "C", "C", "C", "C", "C", "C", "C", "C", "C", "H", "H", "H", "H", "H", "H", "H", "H", "H", "H", "H", "H", "H", "H", "H", "H", "H", "H", "H", "H", "H", "H", "H", "H", "O", "C", "N", "C", "C", "O", "N", "C", "C", "C", "C", "C", "C", "C", "C", "C", "C", "C", "C", "H", "H", "H", "H", "H", "H", "H", "H", "H", "H", "H"],
  "xyz": [[-0.78131, -0.93461, -0.61152], [-0.43734, -2.42818, 2.80036], [-0.94515, -1.20240, 2.77179], [-1.03933, -0.47084, 1.69005], [-1.66236, 0.70419, 1.94907], [-1.98451, 0.91817, 3.29694], [-1.54680, -0.41009, 4.22725], [-2.04461, 1.51629, 0.85313], [-2.79733, 2.67653, 0.90720], [-3.21777, 3.18721, -0.64872], [-2.36689, 1.80505, -1.32078], [-1.76890, 1.06668, -0.41502], [-2.37097, 1.52759, -2.62008], [-0.30411, -2.89939, 1.91622], [-0.52639, -3.00533, 3.62146], [-2.47646, 1.76882, 3.73921], [-3.13571, 3.21206, 1.77871], [-2.88907, 2.09030, -3.27306], [-2.04726, 0.61403, -2.92215], [3.18618, -1.36537, -0.46267], [4.20017, -0.46053, -1.15272], [6.04919, -0.97368, -0.63518], [5.90364, -0.32783, 1.20638], [5.92778, 1.02419, 1.54365], [5.85984, 1.41533, 2.87228], [5.75186, 0.46139, 3.87766], [5.70888, -0.88546, 3.55111], [5.79426, -1.27741, 2.21925], [6.97225, 0.55942, -1.40503], [8.26197, 0.82575, -0.94781], [8.99293, 1.87728, -1.47647], [8.44802, 2.66818, -2.47970], [7.17301, 2.40067, -2.95104], [6.43632, 1.35042, -2.41566], [1.54074, -0.56012, -0.39539], [1.19465, -0.11520, -2.13564], [1.07061, -1.24670, -2.96404], [0.84277, -1.11535, -4.32239], [0.73656, 0.14935, -4.88320], [0.85378, 1.27716, -4.08004], [1.07405, 1.15231, -2.71802], [1.75590, 0.79223, 0.79430], [2.14679, 0.34855, 2.06280], [2.22524, 1.22797, 3.12837], [1.91675, 2.57003, 2.94451], [1.53727, 3.02179, 1.69070], [1.44915, 2.13860, 0.62108], [3.46709, -1.59532, 0.56852], [3.07654, -2.31509, -0.98872], [4.05822, 0.59333, -0.89983], [4.11315, -0.56857, -2.23480], [6.03532, 1.77550, 0.76920], [5.91053, 2.46665, 3.12569], [5.72571, 0.76791, 4.91546], [5.64753, -1.63311, 4.33139], [5.80984, -2.33346, 1.97149], [8.69945, 0.21013, -0.16939], [9.99154, 2.07549, -1.11106], [9.02000, 3.48599, -2.89643], [6.75064, 3.00635, -3.74217], [5.44627, 1.15381, -2.80788], [1.15898, -2.24178, -2.54002], [0.74996, -1.99762, -4.94002], [0.57013, 0.25669, -5.94651], [0.78660, 2.26379, -4.51908], [1.17615, 2.04974, -2.13092], [2.40213, -0.69431, 2.22143], [2.55040, 0.87098, 4.09613], [1.99115, 3.26290, 3.77199], [1.31818, 4.07000, 1.53520], [1.14448, 2.52566, -0.33714], [-2.27282, -1.54912, -2.40292], [-3.11747, -1.76203, -1.49977], [-4.44978, -1.85250, -1.58862], [-5.05754, -1.66625, -0.26611], [-3.77712, -1.75443, 0.62187], [-3.75393, -1.68173, 1.83239], [-2.69666, -1.83880, -0.20220], [-6.05008, -2.76944, 0.05879], [-7.40944, -2.52547, 0.19091], [-8.28470, -3.57456, 0.44566], [-7.80512, -4.86741, 0.57088], [-6.44458, -5.11651, 0.43417], [-5.57385, -4.07269, 0.17856], [-5.60683, -0.24795, -0.10050], [-5.96067, 0.20089, 1.17274], [-6.46911, 1.47788, 1.35196], [-6.64585, 2.32506, 0.26363], [-6.29860, 1.88559, -1.00329], [-5.77231, 0.60960, -1.18240], [-4.95541, -1.82626, -2.45793], [-7.79782, -1.52067, 0.09045], [-9.34326, -3.37603, 0.54369], [-8.48722, -5.68197, 0.77234], [-6.06540, -6.12533, 0.52552], [-4.51395, -4.27450, 0.06408], [-5.84891, -0.46490, 2.01822], [-6.75888, 1.80306, 2.34283], [-7.07391, 3.30904, 0.40141], [-6.45759, 2.52529, -1.86223], [-5.51949, 0.28750, -2.18385]],
  "forces_ev_per_angstrom": [[-0.201, -0.436, 0.071], [-0.132, 0.080, -0.013], [0.031, -0.112, -0.006], [0.070, 0.159, 0.161], [0.026, -0.057, 0.001], [0.005, -0.052, -0.025], [0.002, -0.048, 0.028], [-0.069, 0.155, 0.014], [0.038, -0.110, -0.003], [0.091, 0.017, -0.047], [-0.017, -0.031, -0.059], [-0.047, 0.041, -0.113], [0.015, 0.065, 0.033], [0.041, 0.022, 0.011], [0.032, -0.001, 0.009], [-0.007, 0.048, -0.031], [0.005, 0.007, 0.026], [0.005, 0.016, -0.004], [-0.022, -0.059, 0.010], [-0.153, -0.140, -0.011], [0.062, 0.009, -0.095], [0.012, 0.006, -0.015], [-0.014, -0.023, 0.006], [-0.015, 0.007, -0.010], [-0.032, 0.005, 0.010], [-0.020, 0.011, -0.006], [-0.005, -0.013, -0.010], [-0.021, 0.015, 0.012], [0.007, -0.002, -0.017], [-0.017, -0.028, 0.001], [-0.001, 0.000, -0.001], [-0.002, 0.000, 0.007], [-0.005, -0.009, 0.001], [0.017, -0.023, 0.007], [0.158, 0.353, -0.077], [0.083, 0.072, 0.034], [-0.042, 0.002, 0.027], [-0.009, 0.012, -0.007], [0.002, -0.002, -0.001], [-0.003, -0.001, 0.028], [0.034, 0.010, -0.007], [0.084, -0.047, -0.002], [0.039, -0.012, -0.032], [0.026, 0.023, 0.005], [0.007, -0.005, 0.012], [-0.011, -0.022, -0.019], [-0.037, -0.012, -0.001], [-0.004, 0.016, -0.014], [0.039, -0.027, 0.044], [-0.015, -0.012, 0.056], [-0.051, 0.047, 0.007], [0.002, -0.012, 0.001], [-0.004, 0.008, 0.007], [-0.004, 0.007, 0.008], [0.004, -0.007, 0.007], [0.009, -0.008, 0.004], [0.010, 0.008, 0.002], [0.008, 0.002, 0.005], [0.009, 0.003, -0.005], [-0.008, 0.003, -0.003], [-0.011, 0.019, -0.002], [0.005, -0.003, -0.005], [0.004, -0.010, 0.000], [-0.002, 0.003, -0.009], [-0.003, 0.004, -0.003], [0.045, 0.012, 0.028], [0.001, 0.029, 0.049], [0.011, -0.016, 0.009], [0.006, 0.005, 0.006], [0.001, 0.010, -0.005], [-0.033, 0.006, -0.028], [-0.123, 0.067, -0.036], [0.096, -0.009, 0.038], [-0.045, 0.093, -0.023], [-0.003, -0.098, 0.029], [0.044, 0.123, -0.043], [0.000, -0.072, 0.068], [0.106, -0.090, -0.079], [-0.032, 0.017, 0.006], [0.005, 0.008, -0.030], [0.004, -0.007, 0.006], [0.004, 0.014, 0.000], [0.000, 0.002, -0.004], [0.004, -0.014, 0.002], [0.044, 0.034, 0.006], [0.007, -0.020, 0.014], [0.001, 0.028, -0.013], [-0.013, -0.024, -0.012], [-0.055, -0.040, 0.023], [-0.026, -0.002, -0.009], [0.005, -0.004, -0.008], [-0.011, 0.006, 0.010], [-0.007, 0.001, 0.002], [-0.006, -0.007, -0.002], [-0.001, -0.006, 0.005], [0.007, -0.004, 0.006], [-0.011, 0.008, -0.006], [-0.009, 0.001, 0.009], [-0.006, 0.015, 0.005], [-0.005, 0.004, -0.012], [-0.004, -0.002, -0.009]],
  "homo_lumo_gap_ev": [6.152, 3.502],
  "s_squared": 6.047,
  "multiplicity": 5,
  "fmax_ha_per_bohr": 0.00944,
  "total_charge": 2
}



{
  "formula": "C47H41N2O5P2SSn",
  "method": "ωB97M-V with the def2-TZVPD basis set",
  "symbols": ["Sn", "C", "P", "C", "C", "C", "C", "C", "C", "C", "C", "C", "C", "C", "C", "C", "C", "C", "C", "C", "P", "C", "C", "C", "C", "C", "C", "C", "C", "C", "C", "C", "C", "N", "H", "H", "H", "H", "H", "H", "H", "H", "H", "H", "H", "H", "H", "H", "H", "H", "H", "H", "H", "H", "H", "H", "H", "H", "H", "H", "O", "C", "N", "S", "O", "O", "C", "C", "C", "C", "C", "C", "H", "H", "H", "H", "C", "C", "C", "C", "C", "C", "C", "C", "C", "C", "O", "O", "H", "H", "H", "H", "H", "H", "H", "H", "H", "H", "H"],
  "xyz": [[-0.25184, 0.08977, -0.45734], [-1.69474, -1.57112, -3.21961], [0.03421, -0.98545, -3.02010], [0.29586, 0.14675, -4.40163], [-0.02851, 1.49082, -4.23571], [0.12146, 2.37689, -5.29132], [0.60262, 1.92520, -6.51177], [0.93225, 0.58639, -6.67986], [0.78190, -0.30291, -5.62828], [1.08502, -2.44122, -3.27945], [2.39957, -2.43928, -2.80952], [3.22212, -3.53030, -3.04712], [2.74627, -4.62732, -3.74920], [1.44318, -4.63298, -4.22674], [0.61639, -3.54553, -3.99629], [-2.19677, -2.10763, -1.93365], [-3.31497, -2.97310, -1.69567], [-3.44794, -3.06945, -0.34530], [-2.39976, -2.27185, 0.22353], [-2.10745, -2.02970, 1.65763], [-0.44225, -1.26621, 1.87949], [-0.53362, -0.35832, 3.44049], [0.49888, -0.43656, 4.37063], [0.44818, 0.32280, 5.52928], [-0.62579, 1.16873, 5.76236], [-1.65612, 1.25234, 4.83554], [-1.61129, 0.49447, 3.67814], [0.60940, -2.71591, 2.15684], [1.57600, -3.10437, 1.23391], [2.32046, -4.25653, 1.45605], [2.10456, -5.01802, 2.59214], [1.13480, -4.63772, 3.51446], [0.38780, -3.49440, 3.29811], [-1.64113, -1.73418, -0.75504], [-1.84146, -2.27759, -4.03535], [-2.27944, -0.67404, -3.45809], [-0.41774, 1.84790, -3.28843], [-0.13221, 3.41976, -5.15720], [0.72685, 2.61786, -7.33346], [1.31376, 0.23550, -7.62913], [1.06084, -1.34153, -5.75983], [2.78430, -1.59401, -2.26045], [4.23999, -3.51536, -2.68049], [3.39035, -5.47764, -3.93087], [1.06995, -5.48252, -4.78283], [-0.39217, -3.56968, -4.38604], [-3.93048, -3.41611, -2.46132], [-4.19011, -3.61358, 0.21552], [-2.12600, -2.98494, 2.19045], [-2.88408, -1.40323, 2.10266], [1.34425, -1.08951, 4.19849], [1.25227, 0.25156, 6.24980], [-0.66158, 1.76266, 6.66595], [-2.49574, 1.91123, 5.01232], [-2.41637, 0.57394, 2.95774], [1.75772, -2.51220, 0.34771], [3.07440, -4.54820, 0.73717], [2.69049, -5.91098, 2.76560], [0.96478, -5.23177, 4.40239], [-0.35859, -3.19813, 4.02680], [-0.97928, 2.37750, 1.53605], [-1.99385, 2.17774, 0.90659], [-2.31816, 0.91882, 0.38874], [-3.40346, 1.10442, -0.83899], [-4.45447, 0.13355, -0.75677], [-2.66506, 1.17251, -2.08852], [-3.91941, 2.72105, -0.37554], [-4.98424, 3.46334, -0.84128], [-5.12874, 4.74336, -0.31765], [-4.23428, 5.24080, 0.62740], [-3.16945, 4.47303, 1.08182], [-3.02899, 3.19674, 0.56772], [-5.67437, 3.07013, -1.57477], [-5.95103, 5.36291, -0.64935], [-4.37701, 6.23960, 1.01702], [-2.47145, 4.84607, 1.81920], [1.67420, 4.54045, 3.40919], [2.05977, 3.39709, 2.51509], [2.62024, 2.23571, 3.03673], [2.92856, 1.14728, 2.23552], [3.61495, -0.05968, 2.81985], [2.62146, 1.21694, 0.87050], [2.10712, 2.39002, 0.31219], [1.89193, 2.55515, -1.17341], [1.84535, 3.46770, 1.14733], [2.85552, 0.00298, 0.03092], [3.93275, -0.48928, -0.19282], [1.75338, -0.53594, -0.50722], [2.09598, 4.42554, 4.40696], [0.58769, 4.59257, 3.50788], [2.01420, 5.49347, 3.00258], [2.83247, 2.18092, 4.09899], [3.77957, 0.07669, 3.88834], [4.57767, -0.22087, 2.33666], [3.04043, -0.97903, 2.67561], [2.08672, 1.64472, -1.74099], [2.56353, 3.32142, -1.56512], [0.87286, 2.89130, -1.38845], [1.44418, 4.37972, 0.71789]],
  "forces_ev_per_angstrom": [[0.186, -0.525, 0.196], [-0.009, 0.030, 0.031], [-0.073, 0.142, -0.035], [0.049, -0.053, -0.028], [-0.084, 0.077, 0.040], [0.012, -0.019, 0.005], [0.010, -0.035, -0.008], [-0.002, 0.052, 0.012], [0.087, -0.051, 0.009], [-0.059, -0.041, -0.045], [-0.021, 0.053, -0.102], [0.010, 0.016, 0.004], [-0.017, -0.015, -0.015], [0.021, -0.016, 0.007], [-0.025, 0.002, 0.087], [0.055, -0.060, 0.003], [-0.018, 0.014, 0.006], [0.002, -0.024, -0.039], [0.101, -0.055, 0.064], [0.059, -0.133, 0.037], [-0.029, 0.091, 0.013], [-0.075, -0.030, -0.029], [0.067, -0.004, -0.001], [0.003, 0.020, -0.004], [0.004, -0.001, -0.023], [0.003, -0.019, 0.009], [-0.042, -0.058, 0.037], [-0.012, 0.015, 0.024], [-0.024, 0.001, -0.044], [0.007, -0.011, 0.021], [-0.003, -0.001, 0.002], [0.006, 0.003, -0.009], [0.014, -0.006, 0.022], [-0.141, 0.201, -0.058], [-0.010, 0.033, 0.001], [0.001, 0.018, 0.008], [0.002, -0.033, -0.009], [-0.004, 0.005, -0.005], [-0.002, 0.002, -0.001], [-0.001, 0.000, -0.005], [-0.022, 0.008, 0.017], [0.021, 0.031, 0.073], [-0.003, 0.009, 0.007], [0.004, 0.004, 0.003], [-0.003, -0.001, -0.001], [0.032, -0.028, -0.004], [-0.002, -0.010, 0.000], [0.001, -0.008, 0.004], [-0.056, 0.042, 0.047], [0.005, 0.089, -0.086], [-0.019, 0.010, 0.000], [0.001, 0.001, 0.004], [-0.001, -0.004, 0.007], [-0.005, -0.001, 0.005], [0.027, -0.019, 0.044], [0.004, 0.009, 0.003], [0.002, 0.001, -0.001], [0.001, 0.000, -0.001], [0.001, -0.002, 0.001], [0.003, 0.000, -0.008], [0.091, 0.084, 0.097], [-0.137, -0.243, -0.029], [0.244, 0.535, -0.429], [-0.001, -0.096, 0.207], [-0.011, -0.046, 0.005], [-0.014, -0.099, -0.019], [-0.079, 0.002, -0.036], [0.034, 0.044, -0.006], [-0.016, -0.005, -0.012], [0.015, -0.003, 0.012], [-0.001, 0.007, -0.014], [-0.035, 0.000, 0.047], [0.001, -0.001, -0.005], [0.000, 0.001, 0.005], [-0.003, 0.006, -0.007], [0.007, -0.003, 0.002], [0.029, 0.031, 0.014], [-0.004, -0.029, -0.018], [-0.016, 0.041, 0.023], [0.020, -0.009, -0.037], [-0.013, -0.018, 0.018], [0.045, 0.046, 0.235], [0.022, -0.057, -0.060], [0.032, 0.048, -0.048], [-0.009, -0.002, 0.058], [-0.424, -0.057, -0.526], [0.212, -0.054, 0.168], [0.003, 0.143, 0.097], [0.005, 0.000, -0.005], [-0.011, -0.020, -0.006], [-0.004, -0.001, 0.000], [-0.006, 0.001, 0.003], [-0.021, -0.011, 0.000], [0.022, 0.008, 0.009], [-0.002, 0.013, -0.043], [-0.004, 0.013, 0.007], [-0.002, 0.007, 0.011], [0.001, 0.003, -0.003], [-0.006, 0.006, -0.007]],
  "homo_lumo_gap_ev": [6.141, 5.330],
  "multiplicity": 1,
  "fmax_ha_per_bohr": 0.01415,
  "e_above_lowest_ev": 0.000,
  "total_charge": 1
}